No. 1
ORCA calculation (wB97M-V/def2-TZVPD) on a structure of composition C42H35AgClIN5OPS2.

Calculated values
ΔE to the lowest compared entry with this formula, charge and spin: 0.0 kJ/mol
Gap between HOMO and LUMO: 6.0 eV
Spin multiplicity: 1
F_max: 0.99 eV/Å
E_tot: -109203.58195 eV

```
89
C42H35AgClIN5OPS2 | OMol25 | wB97M-V/def2-TZVPD
Ag -0.024 -0.236 0.751
S 1.901 -7.172 -0.052
C 2.645 -7.688 1.404
C 2.618 -6.725 2.362
C 1.972 -5.550 1.935
C 1.517 -5.620 0.644
C 0.892 -4.587 -0.147
C 0.310 -3.446 0.448
N -0.125 -2.405 -0.224
C -0.011 -2.415 -1.567
C 0.365 -3.586 -2.271
C 0.302 -3.611 -3.695
C -0.031 -2.501 -4.394
C -0.269 -1.268 -3.723
C -0.487 -0.078 -4.419
C -0.608 1.119 -3.732
C -0.448 1.072 -2.334
N -0.319 -0.039 -1.652
C -0.241 -1.212 -2.308
C -0.895 2.350 -4.433
C -1.633 2.480 -5.579
C -1.753 3.812 -6.014
C -1.096 4.680 -5.201
S -0.330 3.895 -3.879
C 0.826 -4.677 -1.529
H 3.074 -8.670 1.447
H 3.042 -6.848 3.341
H 1.860 -4.676 2.549
H 0.204 -3.395 1.522
H 0.551 -4.533 -4.199
H -0.078 -2.506 -5.473
H -0.506 -0.096 -5.498
H -0.443 1.993 -1.766
H -2.092 1.645 -6.076
H -2.302 4.105 -6.892
H -1.008 5.744 -5.300
H 1.147 -5.575 -2.040
Cl 4.094 -2.320 6.306
C 3.498 -1.851 4.733
C 4.399 -1.597 3.719
C 3.936 -1.259 2.466
I 5.236 -0.847 0.854
C 2.577 -1.140 2.127
O 2.218 -0.784 0.972
C 1.649 -1.433 3.202
N 0.337 -1.388 2.915
C -0.546 -1.592 3.866
C -0.188 -1.821 5.202
C 1.140 -1.917 5.518
C 2.116 -1.753 4.513
H 5.459 -1.652 3.917
H -1.586 -1.577 3.560
H -0.956 -1.905 5.954
H 1.468 -2.107 6.528
C 0.369 1.894 3.494
P -0.656 1.939 1.952
C -2.070 2.865 2.689
C 0.359 3.186 1.083
C 0.321 4.556 1.314
C 1.237 5.389 0.692
C 2.181 4.871 -0.178
C 2.222 3.507 -0.417
C 1.320 2.674 0.218
H 0.578 2.907 3.839
H 1.308 1.382 3.290
H -0.169 1.344 4.265
H -1.726 3.770 3.192
H -2.531 2.209 3.429
H -2.803 3.110 1.926
H -0.414 4.987 1.981
H 1.226 6.450 0.905
H 2.885 5.530 -0.665
H 2.964 3.093 -1.080
H 1.366 1.598 0.058
C -4.516 -0.471 -1.817
C -3.761 0.752 -1.438
C -3.712 2.013 -1.997
C -2.880 2.770 -1.151
N -2.443 2.012 -0.156
N -2.986 0.807 -0.336
C -2.543 4.216 -1.265
H -5.308 -0.211 -2.516
H -4.957 -0.927 -0.931
H -3.869 -1.213 -2.289
H -4.198 2.346 -2.894
H -2.765 0.060 0.310
H -1.520 4.400 -0.939
H -3.212 4.799 -0.630
H -2.671 4.546 -2.295
```

=====

No. 2
ORCA calculation (wB97M-V/def2-TZVPD) on the ion C9H16N with charge +1.

Calculated values
ΔE to the lowest compared entry with this formula, charge and spin: 654.6 kJ/mol
Gap between HOMO and LUMO (alpha / beta): 7.4 / 7.4 eV
Spin multiplicity: 1
Net charge: +1
F_max: 4.66 eV/Å
E_tot: -11069.59830 eV

```
26
C9H16N | OMol25 | wB97M-V/def2-TZVPD
C 0.933 -2.188 0.132
C 2.656 -0.126 0.066
C 0.212 -0.818 0.523
C 1.469 0.195 0.112
C -1.696 -0.222 -1.227
C -1.916 0.807 -0.072
C 4.005 -0.368 -0.282
C -1.203 2.146 0.115
C -3.239 0.702 0.644
N -1.046 -0.476 0.060
H 0.581 -3.188 -0.005
H 1.427 -2.022 -0.769
H 1.740 -2.245 0.817
H -0.009 -0.646 1.605
H 0.870 1.132 -0.017
H -2.612 -0.978 -1.394
H -1.111 -0.041 -2.045
H 4.693 0.122 0.345
H 3.906 0.169 -1.274
H 4.259 -1.413 -0.447
H -0.874 2.563 -0.780
H -0.301 2.090 0.807
H -1.910 2.765 0.530
H -3.746 -0.334 0.755
H -3.978 1.205 0.093
H -3.108 1.170 1.707
```

=====

No. 3
ORCA calculation (wB97M-V/def2-TZVPD) on an isolated molecule of C22H21NO2S.

Calculated values
ΔE to the lowest compared entry with this formula, charge and spin: 0.0 kJ/mol
Gap between HOMO and LUMO: 9.7 eV
Spin multiplicity: 1
F_max: 2.88 eV/Å
E_tot: -39574.68359 eV

```
47
C22H21NO2S | OMol25 | wB97M-V/def2-TZVPD
O 0.650 -1.098 -3.171
O -0.584 2.362 0.238
C -0.012 -0.075 -2.879
C -1.296 2.822 -5.835
C 0.595 2.822 5.279
C 0.990 -4.885 2.452
C -1.372 3.154 -4.496
C -0.740 1.605 -6.254
C -0.198 3.486 4.363
C 1.458 1.809 4.788
C 1.587 -4.787 1.174
C -0.122 -4.097 2.737
C -0.951 2.222 -3.520
C -0.288 0.676 -5.291
C -0.135 3.182 2.980
C 1.524 1.504 3.409
C 1.089 -3.866 0.268
C -0.640 -3.248 1.801
C -0.425 0.958 -3.876
C 0.673 2.147 2.491
C -0.072 -3.094 0.531
N -0.431 0.050 -1.565
S 0.609 1.645 0.720
C -0.642 -2.126 -0.505
C -0.106 -0.033 0.810
C 0.087 -0.783 -0.481
H -1.641 3.549 -6.577
H 0.588 3.077 6.356
H 1.353 -5.635 3.137
H -1.776 4.107 -4.162
H -0.668 1.410 -7.305
H -0.874 4.295 4.649
H 2.088 1.262 5.506
H 2.425 -5.433 0.884
H -0.620 -4.210 3.725
H -1.116 2.506 -2.479
H 0.195 -0.273 -5.565
H -0.706 3.749 2.264
H 2.209 0.715 3.068
H 1.623 -3.752 -0.690
H -1.527 -2.671 2.051
H -0.872 0.919 -1.293
H -0.607 -2.568 -1.467
H -1.708 -1.955 -0.326
H -1.154 0.078 1.056
H 0.358 -0.566 1.621
H 1.181 -0.954 -0.621
```

=====

No. 4
ORCA calculation (wB97M-V/def2-TZVPD) on a cluster of 2 separate species, C3H7OS in total.

Calculated values
ΔE to the lowest compared entry with this formula, charge and spin: 199.9 kJ/mol
Gap between HOMO and LUMO: 5.9 eV
Spin multiplicity: 1
Net charge: -1
F_max: 3.13 eV/Å
E_tot: -16106.20574 eV

```
12
C3H7OS | OMol25 | wB97M-V/def2-TZVPD
O -1.974 1.350 1.783
C -1.852 1.519 0.588
H -1.532 2.537 0.067
H -1.991 0.643 -0.156
C -0.049 -1.143 0.762
C 1.307 -1.042 -0.017
S 1.286 -0.242 -1.552
H -0.278 -0.180 1.348
H -0.805 -1.115 -0.146
H -0.331 -2.124 1.221
H 2.084 -0.607 0.590
H 1.637 -2.093 -0.350
```

=====

No. 5
ORCA calculation (wB97M-V/def2-TZVPD) on a cluster of 12 separate species, C36H101O41P5S7 in total.

Calculated values
ΔE to the lowest compared entry with this formula, charge and spin: 0.0 kJ/mol
Gap between HOMO and LUMO: 10.4 eV
SMILES: CCOS(C)(=O)=O.CCOS(C)(=O)=O.CCOS(C)(=O)=O.CCOS(C)(=O)=O.CCOS(C)(=O)=O.CCOS(C)(=O)=O.CCOS(C)(=O)=O.COP(=O)(OC)OC.COP(=O)(OC)OC.COP(=O)(OC)OC.COP(=O)(OC)OC.COP(=O)(OC)OC
Spin multiplicity: 1
F_max: 4.71 eV/Å
E_tot: -245208.73889 eV

```
190
C36H101O41P5S7 | OMol25 | wB97M-V/def2-TZVPD
C 1.562 5.238 0.415
C 2.076 6.588 0.861
O 2.500 6.459 2.201
S 3.100 7.778 3.018
C 4.886 7.629 2.489
O 2.558 9.039 2.527
O 3.160 7.373 4.435
H 0.555 4.997 0.757
H 2.170 4.341 0.531
H 1.546 5.300 -0.673
H 3.007 6.776 0.325
H 1.332 7.367 0.692
H 5.455 8.326 3.104
H 4.924 7.908 1.436
H 5.087 6.584 2.724
C 1.649 3.362 8.195
C 0.537 4.313 8.754
O -0.231 3.738 9.832
S -1.135 4.806 10.817
C 0.349 5.504 11.755
O -1.585 5.886 9.924
O -2.039 3.977 11.690
H 1.288 2.349 8.014
H 2.428 3.318 8.956
H 2.169 3.764 7.325
H 0.860 5.325 9.000
H -0.073 4.517 7.873
H -0.056 5.865 12.701
H 0.775 6.287 11.128
H 1.044 4.692 11.970
C 10.440 0.102 -2.683
C 9.662 0.977 -1.646
O 9.130 2.185 -2.236
S 8.632 3.443 -1.225
C 10.273 4.017 -0.484
O 8.107 4.495 -2.095
O 7.897 2.859 -0.135
H 9.811 -0.149 -3.537
H 10.836 -0.815 -2.246
H 11.281 0.654 -3.103
H 8.875 0.320 -1.275
H 10.417 1.184 -0.887
H 9.984 4.806 0.210
H 10.850 4.565 -1.229
H 10.853 3.213 -0.029
C 7.076 -1.197 8.820
C 7.096 -0.820 7.345
O 7.408 0.533 7.103
S 8.669 0.869 6.119
C 10.036 0.279 7.170
O 8.694 -0.002 4.941
O 8.759 2.323 5.956
H 6.265 -0.695 9.347
H 8.062 -0.928 9.198
H 7.076 -2.284 8.909
H 7.689 -1.491 6.723
H 6.079 -0.927 6.969
H 9.922 0.719 8.161
H 10.977 0.648 6.761
H 10.002 -0.810 7.162
C -1.368 -0.719 -1.524
C -0.136 -1.524 -1.179
O 0.079 -1.266 0.234
S 1.104 -2.221 1.164
C 2.680 -1.449 0.816
O 0.744 -2.015 2.576
O 1.123 -3.610 0.645
H -1.344 0.288 -1.107
H -2.322 -1.102 -1.163
H -1.354 -0.557 -2.602
H -0.324 -2.576 -1.393
H 0.699 -1.161 -1.779
H 2.798 -1.548 -0.263
H 3.511 -1.849 1.398
H 2.564 -0.412 1.132
C 2.306 6.171 -8.036
C 2.984 5.106 -7.187
O 2.118 3.976 -7.325
S 2.709 2.517 -6.944
C 4.105 2.463 -8.269
O 3.368 2.652 -5.606
O 1.670 1.543 -7.231
H 2.330 5.852 -9.077
H 2.781 7.153 -8.031
H 1.288 6.398 -7.717
H 3.972 4.876 -7.586
H 2.968 5.365 -6.128
H 4.265 1.415 -8.520
H 5.012 2.919 -7.871
H 3.727 2.908 -9.190
C 3.758 -4.473 -5.642
C 3.484 -5.137 -6.972
O 3.932 -4.333 -8.011
S 3.426 -4.687 -9.561
C 1.573 -4.503 -9.293
O 3.882 -3.605 -10.470
O 3.758 -6.093 -9.886
H 4.828 -4.357 -5.468
H 3.325 -5.093 -4.856
H 3.407 -3.443 -5.582
H 3.945 -6.124 -6.968
H 2.403 -5.196 -6.846
H 1.365 -5.461 -8.815
H 1.088 -4.468 -10.269
H 1.485 -3.683 -8.580
C -7.091 5.535 -10.309
O -6.779 5.450 -8.974
P -5.403 4.630 -8.531
O -4.279 4.824 -9.394
O -5.866 3.072 -8.422
C -6.980 2.643 -7.668
O -5.186 5.160 -6.966
C -4.099 4.585 -6.249
H -8.084 5.097 -10.415
H -6.341 5.103 -10.971
H -7.129 6.570 -10.647
H -7.319 3.390 -6.950
H -6.665 1.736 -7.151
H -7.889 2.374 -8.205
H -3.303 5.326 -6.177
H -3.711 3.693 -6.740
H -4.344 4.391 -5.205
C 2.261 -6.535 6.945
O 3.236 -7.543 6.927
P 3.863 -7.940 5.521
O 4.374 -6.751 4.815
O 2.587 -8.649 4.759
C 2.749 -9.477 3.618
O 4.970 -9.081 5.961
C 6.154 -8.761 6.629
H 2.728 -5.550 6.958
H 1.579 -6.570 7.795
H 1.539 -6.613 6.133
H 3.798 -9.624 3.359
H 2.194 -9.016 2.801
H 2.394 -10.473 3.879
H 6.117 -7.830 7.195
H 6.884 -8.543 5.849
H 6.432 -9.542 7.335
C -2.542 -7.399 -2.599
O -3.504 -6.518 -3.146
P -4.976 -6.337 -2.478
O -5.822 -5.446 -3.310
O -5.543 -7.857 -2.286
C -6.848 -8.149 -1.918
O -4.699 -5.892 -0.955
C -5.820 -5.468 -0.165
H -2.115 -7.910 -3.461
H -2.929 -8.120 -1.878
H -1.714 -6.826 -2.181
H -6.898 -8.364 -0.851
H -7.343 -8.982 -2.418
H -7.511 -7.296 -2.059
H -6.495 -4.886 -0.793
H -5.641 -4.845 0.712
H -6.242 -6.380 0.257
C -14.480 1.652 -4.634
O -13.141 1.757 -4.142
P -12.432 0.480 -3.441
O -13.153 -0.206 -2.337
O -12.283 -0.412 -4.786
C -11.570 -1.608 -4.774
O -10.876 0.980 -3.143
C -10.254 0.906 -1.877
H -14.613 2.043 -5.643
H -15.145 2.255 -4.016
H -14.892 0.653 -4.495
H -11.888 -2.181 -5.645
H -11.810 -2.169 -3.870
H -10.506 -1.400 -4.883
H -9.513 0.112 -1.979
H -10.864 0.632 -1.016
H -9.653 1.779 -1.624
C -6.637 2.110 8.312
O -7.223 1.231 7.360
P -6.274 0.365 6.237
O -7.002 -0.462 5.215
O -5.313 1.513 5.565
C -4.470 1.248 4.463
O -5.268 -0.524 7.171
C -4.290 -1.360 6.626
H -5.586 1.921 8.530
H -7.061 2.131 9.316
H -6.557 3.118 7.904
H -4.666 1.818 3.555
H -4.521 0.238 4.057
H -3.427 1.347 4.764
H -4.048 -2.205 7.270
H -3.343 -0.842 6.476
H -4.465 -1.741 5.620
```

=====

No. 6
ORCA calculation (wB97M-V/def2-TZVPD) on an isolated molecule of C6H9NS2.

Calculated values
ΔE to the lowest compared entry with this formula, charge and spin: 7.4 kJ/mol
Gap between HOMO and LUMO: 9.6 eV
SMILES: C[C@H](S)Cc1cscn1
Spin multiplicity: 1
F_max: 0.95 eV/Å
E_tot: -29528.63411 eV

```
18
C6H9NS2 | OMol25 | wB97M-V/def2-TZVPD
C 1.939 -0.110 -0.038
C 0.474 0.167 -0.324
S 0.152 1.986 -0.320
C -0.444 -0.465 0.722
C -1.876 -0.290 0.339
C -2.775 0.543 0.934
S -4.295 0.467 0.137
C -3.597 -0.690 -0.953
N -2.369 -0.975 -0.728
H 2.216 0.290 0.936
H 2.120 -1.183 -0.040
H 2.575 0.348 -0.793
H 0.192 -0.196 -1.315
H 1.013 2.273 -1.293
H -0.263 -0.007 1.697
H -0.220 -1.532 0.781
H -2.630 1.190 1.775
H -4.176 -1.119 -1.746
```

=====

No. 7
ORCA calculation (wB97M-V/def2-TZVPD) on a cluster of 2 separate species, C2H8N4O in total.

Calculated values
ΔE to the lowest compared entry with this formula, charge and spin: 772.4 kJ/mol
Gap between HOMO and LUMO: 8.6 eV
SMILES: NN1CN1.NC=O
Spin multiplicity: 1
F_max: 4.44 eV/Å
E_tot: -10204.60747 eV

```
15
C2H8N4O | OMol25 | wB97M-V/def2-TZVPD
N -2.403 0.603 -0.067
N -1.017 0.511 -0.253
C -0.583 -1.103 -0.214
N -0.431 -0.200 -1.289
H -2.638 1.581 -0.214
H -2.601 0.382 0.918
H -1.033 -2.028 -0.576
H -0.515 -1.404 0.823
H -0.877 -0.179 -2.198
N 2.180 0.650 -0.126
C 1.900 -0.122 0.962
O 2.626 -0.246 1.943
H 2.955 1.289 -0.034
H 1.640 0.454 -0.960
H 0.795 -0.187 1.284
```

=====

What did the fourth record say?
ORCA calculation (wB97M-V/def2-TZVPD) on a cluster of 2 separate species, C3H7OS in total.

Calculated values
ΔE to the lowest compared entry with this formula, charge and spin: 199.9 kJ/mol
Gap between HOMO and LUMO: 5.9 eV
Spin multiplicity: 1
Net charge: -1
F_max: 3.13 eV/Å
E_tot: -16106.20574 eV

```
12
C3H7OS | OMol25 | wB97M-V/def2-TZVPD
O -1.974 1.350 1.783
C -1.852 1.519 0.588
H -1.532 2.537 0.067
H -1.991 0.643 -0.156
C -0.049 -1.143 0.762
C 1.307 -1.042 -0.017
S 1.286 -0.242 -1.552
H -0.278 -0.180 1.348
H -0.805 -1.115 -0.146
H -0.331 -2.124 1.221
H 2.084 -0.607 0.590
H 1.637 -2.093 -0.350
```

=====

Question: Which formula does entry 2 have?
Answer: C9H16N

=====

Please write out number 4 again, unchanged.
ORCA calculation (wB97M-V/def2-TZVPD) on a cluster of 2 separate species, C3H7OS in total.

Calculated values
ΔE to the lowest compared entry with this formula, charge and spin: 199.9 kJ/mol
Gap between HOMO and LUMO: 5.9 eV
Spin multiplicity: 1
Net charge: -1
F_max: 3.13 eV/Å
E_tot: -16106.20574 eV

```
12
C3H7OS | OMol25 | wB97M-V/def2-TZVPD
O -1.974 1.350 1.783
C -1.852 1.519 0.588
H -1.532 2.537 0.067
H -1.991 0.643 -0.156
C -0.049 -1.143 0.762
C 1.307 -1.042 -0.017
S 1.286 -0.242 -1.552
H -0.278 -0.180 1.348
H -0.805 -1.115 -0.146
H -0.331 -2.124 1.221
H 2.084 -0.607 0.590
H 1.637 -2.093 -0.350
```

=====

Question: Which value of spin multiplicity does entry 4 give?
Answer: 1